No. 1
DFT (ωB97M-V/def2-TZVPD) results for a structure of composition CHO2Pm.

Each line ends with the Löwdin spin population.
CARTESIAN COORDINATES (ANGSTROEM)
Pm  2.5229  0.5763  -0.3681  5.0393
O  0.4912  -0.8545  0.1743  -0.0169
O  -1.3165  0.4160  0.1252  -0.0031
C  0.0016  0.3000  0.2507  -0.0185
H  -1.6992  -0.4377  -0.1821  -0.0009

Cartesian forces, eV/Å:
-1.96 -0.71 0.72
1.14 0.33 -0.42
0.39 -0.06 -0.15
0.26 0.22 -0.63
0.17 0.21 0.48

Spin multiplicity: 6
LUMO energy (alpha / beta) (eV): -5.57 / -5.48
Molar mass (g mol⁻¹): 190.02
Net charge: +1
HOMO level (alpha / beta) (eV): -12.53 / -12.66
Orbital gap (alpha / beta) (eV): 7.0 / 7.2
Total energy (Eh): -797.22177


No. 2
DFT (ωB97M-V/def2-TZVPD) results for an isolated molecule of C6H10O.

Each line ends with the natural charge from an NBO analysis.
CARTESIAN COORDINATES (ANGSTROEM)
O  -1.8796  0.4257  -1.5701  -0.5132
C  -0.0140  -0.3704  0.4021  0.0084
C  1.1459  1.8980  0.5429  -0.6425
C  0.2433  -0.6129  -1.0627  -0.5541
C  -0.9565  -0.2640  -1.9263  0.4471
C  -0.7691  -1.4805  1.0880  -0.6304
C  0.3555  0.7310  1.0580  -0.1669
H  1.5508  1.7328  -0.4598  0.2025
H  0.4999  -1.6647  -1.2550  0.2268
H  1.0869  -0.0268  -1.4526  0.2414
H  1.9888  2.1069  1.2127  0.2167
H  0.0532  0.8083  2.1035  0.1934
H  -1.1478  -1.1686  2.0655  0.2190
H  -0.1169  -2.3517  1.2389  0.2106
H  0.5324  2.8063  0.5074  0.2233
H  -1.6215  -1.8148  0.4842  0.2127
H  -0.9344  -0.6862  -2.9545  0.1051

Cartesian forces, eV/Å:
0.38 -0.33 -0.17
0.10 0.15 0.15
0.03 0.01 -0.07
0.02 0.04 0.06
-0.23 0.19 0.09
-0.06 -0.02 0.04
-0.05 -0.16 -0.05
-0.08 0.03 0.14
-0.06 0.14 0.03
-0.13 -0.07 0.04
-0.12 -0.01 -0.10
0.06 -0.05 -0.13
0.08 -0.03 -0.14
-0.10 0.11 -0.05
0.06 -0.14 0.01
0.10 0.08 0.08
0.01 0.08 0.08

LUMO energy (eV): 1.00
Molar mass (g mol⁻¹): 98.14
Net charge: 0
HOMO level (eV): -9.06
Structure (SMILES): C/C=C(/C)CC=O
Orbital gap (eV): 10.1
Total energy (Eh): -309.82728


No. 3
DFT (ωB97M-V/def2-TZVPD) results for a cluster of 6 separate species, C18H25FNO12 in total.

Each line ends with the natural charge from an NBO analysis.
CARTESIAN COORDINATES (ANGSTROEM)
F  -1.6740  -0.9209  -0.9921  -0.8584
O  -7.0675  3.3657  1.1010  -0.6994
O  2.9737  -3.8606  -2.7262  -0.5493
O  -0.4668  2.3530  -3.3011  -0.6835
O  1.2640  -2.6272  2.3123  -0.5532
O  -1.0358  0.1814  1.3257  -0.8870
O  -5.7237  4.1546  3.5685  -0.7217
O  1.3986  4.9651  0.9491  -0.7068
O  0.5383  -2.0673  -2.2176  -0.8189
O  1.3051  4.6964  -3.6298  -0.7351
O  -4.4874  -0.5174  1.0283  -0.7076
O  -3.0961  0.4099  3.1633  -0.7742
O  -0.6125  2.9123  1.1898  -0.7773
N  2.6724  -2.2327  -0.5225  -0.6518
C  3.9226  -2.2089  -1.3051  -0.2292
C  0.8701  4.4269  -0.0789  0.3919
C  1.7493  -1.4237  1.6999  -0.0867
C  0.7159  -2.2853  3.5733  -0.2582
C  -5.7906  1.4995  0.9542  -0.5441
C  3.6959  -2.6602  -2.7552  -0.0892
C  2.6545  -4.3359  -4.0268  -0.2490
C  -0.7582  2.8595  -1.0689  -0.5136
C  -4.5336  2.2216  3.5120  -0.5179
C  -4.1150  1.0312  2.8080  0.4442
C  1.3881  4.8449  -1.3091  -0.5376
C  -0.1695  3.1258  -2.3862  0.4407
C  0.9009  4.2984  -2.5118  0.4018
C  2.9938  -1.8057  0.8636  -0.2521
C  -6.1799  2.6658  1.6492  0.4174
C  -5.5131  3.0387  2.9736  0.3887
C  -4.9077  0.5565  1.4971  0.4045
C  -0.2150  3.4305  0.0779  0.3799
H  4.6841  -2.6286  -3.2248  0.1787
H  0.6859  -1.5276  -3.0114  0.5373
H  4.5671  -3.0236  -0.9403  0.1601
H  1.3151  -1.6369  4.2224  0.1578
H  4.4933  -1.2906  -1.1891  0.2202
H  1.7607  -4.9496  -3.9290  0.2005
H  2.3723  -3.4698  -4.6338  0.1719
H  0.6222  -3.1968  4.1662  0.1695
H  3.3677  -2.6770  1.4145  0.1855
H  -4.0127  2.5566  4.3976  0.1860
H  3.4335  -4.8721  -4.5717  0.1695
H  -1.8291  0.0702  1.9372  0.5705
H  -0.2409  -1.7813  3.4190  0.2136
H  2.5032  -3.2344  -0.5011  0.3780
H  2.0046  -0.6187  2.3854  0.1952
H  -0.0836  -1.5867  -1.6018  0.5916
H  -6.2942  1.2361  0.0330  0.1848
H  1.4410  -2.1934  -1.8039  0.5348
H  3.1646  -1.8169  -3.2206  0.1607
H  -1.3289  -0.0901  0.4067  0.5716
H  3.7810  -1.0734  1.0392  0.2088
H  -1.5735  2.1502  -1.0809  0.2186
H  -0.7268  1.1328  1.3083  0.5650
H  1.0005  -1.1262  0.9627  0.2172
H  2.1965  5.5556  -1.3993  0.1855

Cartesian forces, eV/Å:
2.23 -0.46 0.11
0.23 0.58 1.14
0.70 -0.23 -0.58
0.59 0.47 -1.14
0.94 1.09 0.91
0.12 -0.51 0.24
-0.80 -1.17 -1.34
-0.89 -0.93 -0.14
0.85 -0.52 -1.21
-0.38 -0.57 -0.22
-0.69 -0.12 -0.11
1.22 -1.06 -0.33
1.25 0.56 0.42
1.40 0.42 -0.52
0.42 -1.82 -0.15
2.54 2.66 2.35
0.26 -0.96 -2.17
-0.77 -0.41 0.45
0.39 -1.16 0.89
0.21 2.29 1.08
-0.92 0.68 -0.06
1.37 1.71 -1.85
0.25 -2.75 -1.32
-1.06 1.97 0.56
-1.16 -1.46 -1.45
-0.56 -0.54 1.74
0.23 0.21 -0.36
-0.94 -0.92 1.77
-1.20 -0.07 -1.85
0.21 2.69 1.70
1.84 0.62 0.66
-2.23 -3.30 -0.15
-0.02 -0.83 -0.29
-0.57 0.34 0.05
0.28 0.24 0.45
0.46 0.21 -0.54
-0.38 0.23 -0.33
0.15 -0.20 0.01
-0.03 -0.07 -0.20
-0.42 -0.15 -0.28
0.23 -0.16 -0.17
0.16 -0.03 -0.04
0.33 -0.05 0.44
-0.78 0.55 0.46
-0.14 -0.17 0.27
-0.48 0.05 0.48
-0.29 -0.12 0.25
-2.40 1.13 1.05
-0.08 0.21 -0.08
-0.10 0.37 1.10
-0.48 -0.39 -0.49
-0.44 -0.59 -1.09
-0.13 0.40 -1.17
0.08 -0.16 0.35
-0.47 1.43 -0.08
-0.13 0.62 0.45
-0.05 0.15 0.36

LUMO energy (eV): 4.29
Molar mass (g mol⁻¹): 466.39
Net charge: -3
HOMO level (eV): 1.82
Orbital gap (eV): 2.5
Total energy (Eh): -1758.10964


Copy entry 1 word for word.
DFT (ωB97M-V/def2-TZVPD) results for a structure of composition CHO2Pm.

Each line ends with the Löwdin spin population.
CARTESIAN COORDINATES (ANGSTROEM)
Pm  2.5229  0.5763  -0.3681  5.0393
O  0.4912  -0.8545  0.1743  -0.0169
O  -1.3165  0.4160  0.1252  -0.0031
C  0.0016  0.3000  0.2507  -0.0185
H  -1.6992  -0.4377  -0.1821  -0.0009

Cartesian forces, eV/Å:
-1.96 -0.71 0.72
1.14 0.33 -0.42
0.39 -0.06 -0.15
0.26 0.22 -0.63
0.17 0.21 0.48

Spin multiplicity: 6
LUMO energy (alpha / beta) (eV): -5.57 / -5.48
Molar mass (g mol⁻¹): 190.02
Net charge: +1
HOMO level (alpha / beta) (eV): -12.53 / -12.66
Orbital gap (alpha / beta) (eV): 7.0 / 7.2
Total energy (Eh): -797.22177